No. 1
Density functional theory data (the ωB97M-V functional and the def2-TZVPD basis) for a structure of composition C5H10O2Yb.

Geometry as XYZ:
```
18
C5H10O2Yb, DFT the ωB97M-V functional and the def2-TZVPD basis
C 2.37 1.06 -1.22
O 1.78 0.07 -0.41
C 1.16 -1.07 -1.09
C 0.65 -1.98 -0.02
H 3.28 0.65 -1.68
H 1.68 1.41 -2.01
H 2.60 1.91 -0.56
H 1.96 -1.53 -1.69
H 1.30 -2.85 0.16
H -0.38 -2.32 -0.21
C -3.56 0.92 1.80
C -2.29 1.11 1.18
O -1.23 0.94 1.84
Yb 0.73 -0.36 1.66
H -4.47 1.06 1.21
H -3.62 0.42 2.77
H 0.34 -0.65 -1.82
H -2.30 1.22 0.09
```

Charge: +2
E in eV: -40951.4494
Molecular weight in g mol⁻¹: 275.17
Spin multiplicity: 3
<S²>: 2.021

How is the electron density shared among the atoms? According to Löwdin, the charges in e are: -0.05 -0.38 -0.26 -0.13 0.12 0.11 0.11 0.15 0.09 0.09 0.23 -0.25 -0.18 1.82 0.10 0.11 0.17 0.14

No. 2
Density functional theory data (the ωB97M-V functional and the def2-TZVPD basis) for a cluster of 2 separate species, C5H10O3 in total.

Geometry as XYZ:
```
18
C5H10O3, DFT the ωB97M-V functional and the def2-TZVPD basis
C -0.70 -1.25 -1.93
C -1.14 -0.76 0.33
O -1.41 -0.48 -0.94
O -2.03 -0.16 1.12
O -0.43 -1.76 0.70
H -1.82 -0.41 2.03
H -1.10 -0.92 -2.88
H 0.37 -1.03 -1.87
H -0.86 -2.31 -1.76
C 1.14 1.42 -0.50
C 0.84 0.51 0.64
C 0.90 0.89 1.92
H 0.64 -0.80 0.64
H 0.28 1.51 -1.17
H 1.40 2.43 -0.17
H 1.97 1.04 -1.10
H 0.75 0.19 2.73
H 1.20 1.90 2.21
```

Molecular weight in g mol⁻¹: 118.13
Energy above the lowest of the compared OMol25 structures with the same formula, charge and spin in kcal/mol: 74.37

How is the electron density shared among the atoms? According to Löwdin, the charges in e are: -0.01 -0.64 0.00 0.17 -0.01 0.14 0.10 0.09 0.10 -0.11 -0.28 -0.02 0.15 0.07 0.07 0.07 0.05 0.05

No. 3
Density functional theory data (the ωB97M-V functional and the def2-TZVPD basis) for an isolated molecule of C5H10O3.

Geometry as XYZ:
```
18
C5H10O3, DFT the ωB97M-V functional and the def2-TZVPD basis
C 0.37 2.24 0.45
C -0.25 -0.12 0.04
C -1.71 0.19 -0.44
C -0.88 -0.54 -1.24
C 1.59 -1.34 0.86
H -0.69 2.84 0.38
H 0.68 2.03 1.44
H 1.27 2.88 0.11
H -1.90 1.28 -0.83
H -2.55 -0.24 0.20
H -0.38 -0.23 -2.16
H -1.15 -2.48 -0.45
H 1.73 -1.52 -0.34
H 2.43 -0.76 1.09
H 1.79 -2.25 1.57
O 0.51 0.98 -0.34
O -1.09 -1.99 -1.26
O 0.23 -0.95 0.93
```

Molecular weight in g mol⁻¹: 118.13
Energy above the lowest of the compared OMol25 structures with the same formula, charge and spin in kcal/mol: 125.45

How is the electron density shared among the atoms? According to Löwdin, the charges in e are: -0.04 -0.55 0.00 -0.29 -0.05 0.13 0.05 0.11 0.15 0.15 0.17 0.07 0.16 0.04 0.12 -0.13 -0.02 -0.05

No. 4
Density functional theory data (the ωB97M-V functional and the def2-TZVPD basis) for an isolated molecule of C5H10O3.

Geometry as XYZ:
```
18
C5H10O3, DFT the ωB97M-V functional and the def2-TZVPD basis
C 1.88 -0.67 1.06
C 1.19 -0.63 -0.31
O 0.88 0.96 -0.55
O 1.73 -1.18 -1.26
H 1.34 1.65 -0.06
H 1.34 -0.12 1.84
H 2.03 -1.71 1.35
H 2.86 -0.21 0.96
C -1.80 1.03 -1.15
C -1.15 0.30 -0.03
C -0.59 -1.01 -0.16
O -1.29 0.88 1.15
H -0.93 0.31 1.85
H -1.86 2.09 -0.95
H -1.23 0.86 -2.07
H -2.80 0.62 -1.29
H -0.73 -1.66 0.70
H -0.85 -1.51 -1.08
```

Molecular weight in g mol⁻¹: 118.13
Energy above the lowest of the compared OMol25 structures with the same formula, charge and spin in kcal/mol: 71.06

How is the electron density shared among the atoms? According to Löwdin, the charges in e are: -0.02 -0.60 -0.12 0.00 0.08 0.06 0.09 0.09 0.01 -0.35 0.00 0.12 0.13 0.10 0.10 0.11 0.11 0.11

No. 5
Density functional theory data (the ωB97M-V functional and the def2-TZVPD basis) for an isolated molecule of C5H10O3.

Geometry as XYZ:
```
18
C5H10O3, DFT the ωB97M-V functional and the def2-TZVPD basis
C 0.89 -1.41 -1.45
C -0.53 -0.06 0.01
C -1.96 -0.01 -0.54
C 0.13 0.91 0.55
C 1.49 1.00 1.23
H 1.78 -0.79 -1.32
H 1.21 -2.42 -1.59
H 0.17 -1.04 -2.32
H -2.32 1.04 -0.73
H -2.48 -0.66 0.13
H -1.08 -1.34 -1.98
H -0.49 1.84 0.63
H 2.16 1.60 0.61
H 1.93 -0.06 1.33
H 1.11 1.07 3.06
O 0.03 -1.38 -0.20
O -1.81 -0.57 -1.85
O 1.51 1.73 2.46
```

Molecular weight in g mol⁻¹: 118.13
Energy above the lowest of the compared OMol25 structures with the same formula, charge and spin in kcal/mol: 88.89

How is the electron density shared among the atoms? According to Löwdin, the charges in e are: -0.02 -0.29 -0.15 -0.04 -0.25 0.09 0.07 0.11 0.14 0.11 0.11 0.14 0.12 0.14 0.09 -0.15 -0.15 -0.07

No. 6
Density functional theory data (the ωB97M-V functional and the def2-TZVPD basis) for a cluster of 2 separate species, C5H10O3 in total.

Geometry as XYZ:
```
18
C5H10O3, DFT the ωB97M-V functional and the def2-TZVPD basis
C -1.90 -0.06 0.75
C -0.33 0.69 -0.66
C -0.66 1.99 -0.71
O -1.61 0.46 1.85
H -0.17 0.65 1.89
H -2.82 0.25 0.24
H -1.52 -1.07 0.52
H -0.39 0.10 -1.57
H -0.61 2.59 0.19
H -1.09 2.45 -1.59
C 1.53 -1.93 -0.56
C 0.92 0.21 0.33
O 0.85 -1.19 0.44
O 0.85 0.80 1.52
H 1.83 0.50 -0.22
H 2.57 -1.60 -0.66
H 1.52 -2.97 -0.23
H 1.03 -1.87 -1.53
```

Molecular weight in g mol⁻¹: 118.13
Energy above the lowest of the compared OMol25 structures with the same formula, charge and spin in kcal/mol: 92.13

How is the electron density shared among the atoms? According to Löwdin, the charges in e are: -0.11 -0.14 0.05 -0.06 0.10 0.10 0.11 0.10 0.08 0.07 -0.09 -0.45 -0.16 -0.01 0.15 0.09 0.09 0.08

No. 7
Density functional theory data (the ωB97M-V functional and the def2-TZVPD basis) for an isolated molecule of C5H10O4.

Geometry as XYZ:
```
19
C5H10O4, DFT the ωB97M-V functional and the def2-TZVPD basis
C -1.04 0.05 -2.25
C 0.18 0.20 -1.38
O -0.33 1.19 0.55
O 0.70 2.22 0.57
O 1.14 0.89 -1.70
H 0.97 2.18 -0.37
H -0.82 -0.62 -3.08
H -1.30 1.04 -2.64
H -1.88 -0.34 -1.68
C -0.50 -0.76 2.08
C 0.39 -0.22 0.99
C 0.37 -0.97 -0.30
O 1.68 0.00 1.45
H 1.77 0.96 1.56
H -1.53 -0.88 1.73
H -0.51 -0.08 2.94
H -0.13 -1.73 2.43
H 1.31 -1.48 -0.52
H -0.49 -1.64 -0.37
```

Molecular weight in g mol⁻¹: 134.13
Energy above the lowest of the compared OMol25 structures with the same formula, charge and spin in kcal/mol: 94.55

How is the electron density shared among the atoms? According to Löwdin, the charges in e are: -0.01 -0.41 -0.11 -0.03 0.04 0.08 0.10 0.09 0.08 0.00 -0.49 -0.02 0.04 0.11 0.09 0.10 0.10 0.14 0.12

No. 8
Density functional theory data (the ωB97M-V functional and the def2-TZVPD basis) for an isolated molecule of C5H10O4.

Geometry as XYZ:
```
19
C5H10O4, DFT the ωB97M-V functional and the def2-TZVPD basis
C 2.02 -0.13 -0.16
C 0.39 -0.81 -0.13
C -0.46 0.32 0.24
C -3.20 0.61 0.00
C -2.08 -0.35 0.33
O 2.39 0.31 1.11
O 2.05 0.86 -1.13
O 2.91 -1.13 -0.57
O -2.29 -1.46 0.75
H 2.87 1.14 1.07
H 2.94 0.86 -1.53
H 2.94 -1.82 0.10
H 0.41 -1.60 0.61
H 0.23 -1.17 -1.14
H -0.45 1.13 -0.49
H -0.27 0.70 1.24
H -4.16 0.22 0.33
H -3.01 1.58 0.46
H -3.23 0.75 -1.08
```

Molecular weight in g mol⁻¹: 134.13
Energy above the lowest of the compared OMol25 structures with the same formula, charge and spin in kcal/mol: 36.04

How is the electron density shared among the atoms? According to Löwdin, the charges in e are: -0.63 -0.09 -0.12 -0.03 -0.36 0.05 0.05 0.03 0.07 0.11 0.12 0.11 0.11 0.12 0.10 0.11 0.08 0.08 0.08

No. 9
Density functional theory data (the ωB97M-V functional and the def2-TZVPD basis) for an isolated molecule of C5H10OP2.

Geometry as XYZ:
```
18
C5H10OP2, DFT the ωB97M-V functional and the def2-TZVPD basis
C -0.99 -0.22 0.41
C 0.39 -0.27 0.46
C 1.01 -1.70 0.36
C -3.51 0.35 -0.19
C 2.97 0.96 -0.44
O 0.70 2.37 0.27
P -2.01 1.11 0.44
P 1.41 1.16 0.58
H -1.51 -1.26 0.13
H 1.21 -1.97 -0.67
H 0.37 -2.50 0.83
H 1.96 -1.77 0.83
H -3.29 -0.06 -1.23
H -4.20 1.12 -0.36
H -3.90 -0.45 0.36
H 3.37 0.16 0.11
H 3.44 1.97 -0.38
H 2.60 1.00 -1.50
```

Molecular weight in g mol⁻¹: 148.08
Energy above the lowest of the compared OMol25 structures with the same formula, charge and spin in kcal/mol: 58.37

How is the electron density shared among the atoms? According to Löwdin, the charges in e are: -0.49 -0.49 -0.12 -0.41 -0.19 -0.43 0.93 0.70 0.12 0.07 0.09 0.04 0.06 -0.01 0.01 0.00 0.05 0.07

No. 10
Density functional theory data (the ωB97M-V functional and the def2-TZVPD basis) for an isolated molecule of C5H10OS.

Geometry as XYZ:
```
17
C5H10OS, DFT the ωB97M-V functional and the def2-TZVPD basis
C -1.01 -0.29 -0.98
C -0.62 -0.43 0.24
C -2.35 -0.51 -1.46
C 1.40 1.29 1.38
C 1.16 0.16 0.49
O 1.65 0.18 -0.78
S 1.91 -1.49 1.31
H -0.23 0.04 -1.69
H -1.13 -0.63 1.19
H -2.84 0.36 -2.08
H -3.03 -0.93 -0.69
H -2.43 -1.36 -2.16
H 2.52 1.35 1.68
H 0.74 1.48 2.24
H 1.10 2.25 0.91
H 2.45 0.73 -0.84
H 0.71 -2.19 1.22
```

Molecular weight in g mol⁻¹: 118.20
Energy above the lowest of the compared OMol25 structures with the same formula, charge and spin in kcal/mol: 66.49

How is the electron density shared among the atoms? According to Löwdin, the charges in e are: -0.25 -0.03 -0.13 -0.14 -0.74 -0.10 0.64 0.12 0.10 0.12 0.08 0.07 0.11 0.09 0.09 0.11 -0.14